The following is a quantum chemistry calculation of a cluster of 2 separate species, C3H5N3 in total, from the OMol25 dataset.

Output
Structure (SMILES)   CC#N.N#CN
Molecular weight   83.09 g mol⁻¹
Electronic energy   -281.53297 Ha
HOMO-LUMO gap   10.91 eV
E_LUMO   0.51 eV
Net charge   0

CARTESIAN COORDINATES (ANGSTROEM)
C1 1.29242 1.01793 -0.37216
C2 -1.69001 0.50298 0.35604
C3 -1.70196 -0.75841 -0.27963
N1 1.98003 1.85286 0.44344
N2 0.53708 0.36394 -0.97607
N3 -1.91025 1.42854 0.99656
H1 -1.65118 -0.56679 -1.34008
H2 -0.73125 -1.25551 0.02425
H3 -2.53029 -1.29815 0.07294
H4 2.96192 2.00247 0.12650
H5 1.59427 1.72494 1.36054



The following is a quantum chemistry calculation of a structure of composition C37H30ClF5MoN4O2SSe, from the OMol25 dataset.

Output
Molecular weight   900.08 g mol⁻¹
Electronic energy   -5624.71180 Ha
Multiplicity   3
HOMO-LUMO gap (alpha / beta)   6.37 / 6.94 eV
E_LUMO (alpha / beta)   -1.50 / -1.08 eV
Net charge   0
⟨S²⟩   2.044

CARTESIAN COORDINATES (ANGSTROEM)
Mo1 0.84027 -0.27537 0.13397
C1 -4.77445 -0.59989 -1.49702
C2 -3.44286 0.16342 -1.39953
C3 -3.32221 0.94124 -0.11194
C4 -4.25430 1.95901 0.07167
C5 -4.30621 2.71354 1.24973
C6 -3.40445 2.43993 2.26292
C7 -2.39448 1.46974 2.09354
C8 -1.41945 1.25241 3.20578
C9 -1.71246 0.07480 4.15091
C10 -2.34796 0.71814 0.89817
N1 -1.42697 -0.34875 0.73703
C11 -1.93512 -1.57593 0.77039
C12 -1.07553 -2.65707 0.61211
C13 -1.27444 -4.07204 0.68720
C14 -0.01757 -4.62729 0.57305
C15 0.89403 -3.56030 0.48161
N2 0.27766 -2.36569 0.50678
H1 -4.85400 -1.13720 -2.45805
H2 -5.63711 0.06897 -1.40615
H3 -4.83976 -1.35734 -0.70518
H4 -3.40283 0.90327 -2.24135
H5 -2.59140 -0.51712 -1.56868
H6 -4.88084 2.20961 -0.76861
H7 -5.05979 3.49060 1.35636
H8 -3.41683 3.04110 3.14742
H9 -1.41871 2.16403 3.81876
H10 -0.38610 1.19088 2.85395
H11 -2.76169 0.03178 4.49296
H12 -1.06595 0.13608 5.04281
H13 -1.49254 -0.91578 3.67528
H14 -3.01046 -1.70494 0.98828
H15 -2.24160 -4.57146 0.75713
H16 0.26997 -5.68386 0.55484
H17 1.97176 -3.63661 0.38616
O1 3.68186 -2.03788 -3.12903
S1 2.35467 -1.49704 -2.89063
O2 1.93907 -0.32878 -3.62310
N3 2.28780 -1.10180 -1.16552
C16 3.50341 -0.83323 -0.47990
C17 4.54291 -1.73574 -0.22044
C18 5.81298 -1.26118 0.17218
C19 6.07311 0.09826 0.27433
C20 4.99514 1.03393 0.10874
C21 5.13068 2.43769 0.02366
C22 4.02102 3.17904 -0.32535
C23 2.73881 2.56859 -0.44360
N4 2.56362 1.28025 -0.16493
C24 3.70449 0.53099 -0.19592
C25 1.16390 -2.79344 -2.93772
C26 1.65115 -4.09611 -2.88394
C27 0.76256 -5.14768 -3.06896
C28 -0.60810 -4.90914 -3.21635
C29 -1.09031 -3.57887 -3.18880
C30 -0.19524 -2.51054 -3.06668
H18 4.38305 -2.77664 -0.46478
H19 6.64790 -1.95784 0.28715
H20 7.04640 0.51002 0.47421
H21 6.08953 2.92647 0.22284
H22 4.11346 4.23903 -0.51837
H23 1.89918 3.19779 -0.74259
H24 2.72344 -4.18985 -2.72344
H25 1.13939 -6.17837 -3.11536
H26 -1.30983 -5.71530 -3.38376
H27 -2.15219 -3.37344 -3.28031
H28 -0.53414 -1.46421 -3.04515
Cl1 2.51087 0.65216 2.93542
C31 1.67847 -0.72745 2.15836
H29 0.84744 -1.02136 2.82028
H30 2.38027 -1.56350 2.17704
F1 -1.79539 6.81308 1.54885
C32 -1.39358 5.66546 0.90917
C33 -0.44175 4.82345 1.45038
F2 0.10232 5.13718 2.64710
C34 -0.06689 3.63716 0.82795
F3 0.86368 2.88292 1.48423
C35 -0.65173 3.21454 -0.38263
Se1 -0.16751 1.54339 -1.35539
C36 -1.64672 4.07632 -0.87543
F4 -2.41209 3.66053 -1.92154
C37 -1.99539 5.28125 -0.27379
F5 -2.97735 6.04801 -0.79082



The following is a quantum chemistry calculation of an isolated molecule of C4H4N2O2, from the OMol25 dataset.

Output
Structure (SMILES)   O=C(O)c1c[nH]cn1
Molecular weight   112.09 g mol⁻¹
Electronic energy   -414.73013 Ha
HOMO-LUMO gap   9.86 eV
E_LUMO   0.53 eV
Net charge   0

CARTESIAN COORDINATES (ANGSTROEM)
C1 1.56231 0.74153 0.76137
C2 0.17212 0.20578 0.07419
C3 -0.55421 -0.79828 0.37710
C4 -1.54550 0.37166 -1.22435
H1 3.27227 0.07789 0.79585
H2 -0.24162 -1.41279 1.17408
H3 -2.48934 -1.50966 -0.84949
H4 -2.30090 0.61662 -1.73791
N1 -1.64156 -0.82829 -0.40111
N2 -0.44307 1.02480 -0.85232
O1 2.56512 -0.09859 0.38737
O2 1.64438 1.60935 1.49522



The following is a quantum chemistry calculation of an isolated molecule of C2H3ClO2S, from the OMol25 dataset.

Output
Molecular weight   126.56 g mol⁻¹
Electronic energy   -1086.71464 Ha
Multiplicity   3
HOMO-LUMO gap (alpha / beta)   9.59 / 7.84 eV
E_LUMO (alpha / beta)   0.73 / -2.22 eV
Net charge   0
⟨S²⟩   2.009

CARTESIAN COORDINATES (ANGSTROEM)
C1 -0.19997 -0.40421 -0.98523
C2 -0.42578 0.48609 0.27640
O1 -0.27369 -1.78738 -0.50463
O2 1.76096 0.06459 1.78257
S1 0.41149 -0.49866 1.70984
Cl1 0.21416 2.08356 0.21863
H1 -0.92817 -0.29229 -1.80281
H2 0.87177 -0.22444 -1.12172
H3 -1.43078 0.57275 0.42696



The following is a quantum chemistry calculation of an isolated molecule of C5H9NO, from the OMol25 dataset.

Output
Structure (SMILES)   C/C=C(O)/N=C/C
Molecular weight   99.13 g mol⁻¹
Electronic energy   -325.84630 Ha
HOMO-LUMO gap   8.73 eV
E_LUMO   0.70 eV
Net charge   0

CARTESIAN COORDINATES (ANGSTROEM)
C1 -0.39637 -2.75476 0.14254
C2 1.03710 2.30564 0.63363
C3 -0.26054 0.65484 -0.79689
C4 -0.54376 -1.26598 0.11169
C5 0.74899 0.94149 0.08891
O1 -1.11032 1.61117 -1.25782
N1 -0.53113 -0.63229 -1.05622
H1 -1.76155 1.12715 -1.78988
H2 -1.00477 -0.81946 1.00088
H3 1.57742 0.24211 0.12989
H4 -1.39189 -3.20907 0.11048
H5 0.10542 -3.06606 1.06075
H6 0.16664 -3.11905 -0.71948
H7 1.77104 2.82759 0.01004
H8 0.14168 2.92952 0.68919
H9 1.45204 2.22714 1.64230



The following is a quantum chemistry calculation of a structure of composition C62H46IrN4O6PS5, from the OMol25 dataset.

Output
Molecular weight   1326.60 g mol⁻¹
Electronic energy   -5497.12788 Ha
Multiplicity   2
HOMO-LUMO gap (alpha / beta)   6.57 / 5.70 eV
E_LUMO (alpha / beta)   -3.90 / -4.77 eV
Net charge   +1
⟨S²⟩   0.760

CARTESIAN COORDINATES (ANGSTROEM)
Ir1 -0.88838 -1.39365 0.44275
O1 -2.73668 0.72880 -2.69125
S1 -2.38921 -0.29683 -1.76586
O2 -2.65800 -0.01497 -0.34083
O3 -0.95081 -0.71803 -1.84927
C1 -3.29517 -1.74040 -2.19050
C2 -4.54393 -1.59797 -2.77562
C3 -5.17839 -2.71865 -3.28376
C4 -4.53609 -3.95026 -3.25968
C5 -3.29233 -4.08279 -2.66183
C6 -2.67942 -2.98011 -2.07247
P1 -1.09630 -3.19045 -1.19603
C7 0.00822 -3.59115 -2.60105
C8 0.12744 -2.69620 -3.67329
C9 0.92288 -3.01819 -4.76031
C10 1.60915 -4.22632 -4.79440
C11 1.49379 -5.11478 -3.73959
C12 0.70388 -4.80079 -2.64146
C13 -1.23336 -4.73510 -0.24776
C14 -2.45243 -5.33439 0.06694
C15 -2.50101 -6.37702 0.98210
C16 -1.34142 -6.83090 1.59183
C17 -0.12359 -6.23914 1.28957
C18 -0.07471 -5.18572 0.39429
H1 -4.98676 -0.61419 -2.85877
H2 -6.15692 -2.62793 -3.73511
H3 -5.00619 -4.81490 -3.70870
H4 -2.78812 -5.04111 -2.66240
H5 -0.41678 -1.76543 -3.65883
H6 0.99421 -2.32991 -5.59301
H7 2.21242 -4.48268 -5.65634
H8 2.01723 -6.06172 -3.76354
H9 0.61131 -5.51545 -1.83951
H10 -3.36869 -4.99469 -0.39180
H11 -3.45492 -6.82776 1.22281
H12 -1.38448 -7.64316 2.30558
H13 0.78114 -6.56698 1.78508
H14 0.87617 -4.69870 0.19818
S2 -3.01142 -2.18541 1.35179
C19 -2.22232 -2.94384 2.64468
S3 -0.55307 -2.89484 2.35014
C20 -2.82078 -3.46827 3.74237
C21 -4.25031 -3.53282 3.81392
N1 -5.39798 -3.59209 3.87107
C22 -2.04281 -3.89447 4.86568
N2 -1.42564 -4.22332 5.77945
C23 2.28458 6.88580 -4.85958
C24 1.59777 5.87779 -3.97655
C25 0.97837 4.75775 -4.51734
C26 0.35857 3.82143 -3.69762
C27 0.38004 4.00819 -2.32615
C28 0.97389 5.12880 -1.76007
C29 1.57817 6.05383 -2.59016
S4 -0.41299 2.80615 -1.26351
O4 -1.01403 3.60166 -0.15689
C30 1.13579 2.02806 -0.69119
C31 1.85130 1.39167 -1.74291
C32 3.09737 0.89636 -1.53161
C33 3.66875 0.91683 -0.23042
C34 4.96594 0.40349 0.01504
C35 5.49153 0.41123 1.27602
C36 4.72082 0.89295 2.35546
C37 3.46813 1.39744 2.14413
C38 2.92212 1.46488 0.83588
C39 1.65104 2.09009 0.57706
C40 1.05651 2.89858 1.68906
C41 1.77609 4.04823 2.14203
C42 2.91368 4.55087 1.44919
C43 3.59073 5.63881 1.91453
C44 3.17002 6.29944 3.09317
C45 2.05616 5.87310 3.74985
C46 1.32542 4.75008 3.28579
C47 0.13492 4.33162 3.92687
C48 -0.58919 3.29488 3.42835
C49 -0.11636 2.57497 2.30855
S5 -1.11479 1.23737 1.64087
O5 -0.72758 -0.09945 2.34201
C50 -2.70864 1.65570 2.26913
C51 -3.20385 0.95997 3.36294
C52 -4.48488 1.23744 3.80806
C53 -5.28127 2.18083 3.16163
C54 -6.67781 2.46120 3.64680
C55 -4.75882 2.85062 2.05553
C56 -3.47768 2.59264 1.59561
H15 2.04452 6.72155 -5.90856
H16 3.36805 6.81594 -4.74407
H17 1.99269 7.90144 -4.59107
H18 0.96896 4.61640 -5.59149
H19 -0.15831 2.96421 -4.11610
H20 0.94152 5.27022 -0.68556
H21 2.04261 6.93305 -2.15762
H22 1.41055 1.36732 -2.73384
H23 3.68845 0.50605 -2.35398
H24 5.53536 0.00572 -0.81799
H25 6.49335 0.04038 1.45526
H26 5.12904 0.86839 3.35845
H27 2.88611 1.76265 2.98145
H28 3.23030 4.08208 0.52595
H29 4.45312 6.00758 1.37349
H30 3.72411 7.15524 3.45585
H31 1.70327 6.39393 4.63177
H32 -0.20591 4.86036 4.80896
H33 -1.51781 3.00660 3.89895
H34 -2.58874 0.21786 3.85661
H35 -4.87009 0.71037 4.67331
H36 -7.23972 1.53372 3.76268
H37 -7.21126 3.10836 2.95272
H38 -6.65674 2.95388 4.62069
H39 -5.36560 3.58483 1.53942
H40 -3.07362 3.10841 0.73104
N3 3.75606 -2.73175 -2.66200
C57 3.90098 -3.30288 -1.44192
O6 4.57164 -4.29126 -1.23473
C58 3.18827 -2.61269 -0.31411
C59 3.77012 -2.60253 0.94755
C60 3.10396 -1.98656 1.98886
C61 1.84941 -1.45422 1.76138
N4 1.25153 -1.54046 0.56475
C62 1.92932 -2.07753 -0.46303
H41 4.17362 -3.19324 -3.45299
H42 3.13951 -1.95744 -2.83428
H43 4.73313 -3.07762 1.08770
H44 3.53452 -1.92986 2.97767
H45 1.27353 -0.98873 2.54882
H46 1.42089 -2.09641 -1.41477